# C32H51FNO2S

The ion C32H51FNO2S with charge +1 at a distorted geometry (ωB97M-V with the def2-TZVPD basis set, the OMol25 dataset).

Computed properties:
Largest force on an atom, hartree/bohr: 0.203
Gap between HOMO and LUMO, eV: 6.3
SMILES: CCCCCCCCCCCCCCCc1ccc2c(CCCO)c(CSCC)[nH+]c(CC(=O)F)c2c1
Charge: +1

Each line ends with the Löwdin charge.
CARTESIAN COORDINATES (ANGSTROEM)
1 C 1.52004 -5.08822 -0.45517  -0.15
2 C 0.88369 -3.78545 0.30985  -0.26
3 C 1.97554 -2.80475 1.04063  -0.22
4 C 3.44325 -3.48058 1.31733  -0.21
5 C 4.48965 -3.41528 0.05718  -0.21
6 C 4.73352 -1.92010 -0.56972  -0.19
7 C 4.45531 -1.96775 -2.21503  -0.20
8 C 2.86170 -1.80277 -2.55978  -0.21
9 C 2.39364 -0.29842 -3.00731  -0.21
10 C 3.30322 0.92675 -2.41032  -0.21
11 C 2.89352 1.33220 -0.84012  -0.21
12 C 4.22707 1.96113 -0.11765  -0.22
13 C 3.92622 3.24788 0.86109  -0.21
14 C 3.16911 2.80234 2.28158  -0.20
15 C 2.16155 4.01248 2.84107  -0.16
16 C 0.69150 3.70762 2.15389  -0.11
17 C -0.02511 4.63391 0.99473  0.04
18 C -1.49200 4.14449 0.37838  0.00
19 C -2.27176 2.78411 0.85876  -0.04
20 C -3.72243 2.25964 0.21699  0.00
21 C -4.45814 3.11648 -0.99014  -0.16
22 C -3.49361 3.43585 -2.27788  -0.19
23 C -4.01726 2.79852 -3.69590  -0.22
24 O -3.02815 1.76304 -4.09933  -0.15
25 C -4.35761 0.85701 0.86872  -0.06
26 C -5.80865 0.36941 0.21409  -0.45
27 S -6.34141 -1.34663 0.74358  0.77
28 C -6.14918 -2.59607 -0.64388  -0.53
29 C -6.07404 -4.16960 -0.09937  -0.18
30 N -3.65889 0.08413 2.00650  0.09
31 C -2.31110 0.53391 2.60583  -0.03
32 C -1.66765 -0.38999 3.83813  -0.02
33 C -1.20295 -1.80849 3.14145  -0.14
34 O -1.38241 -2.01051 1.80812  0.01
35 F -0.59041 -2.83010 4.04641  -0.01
36 C -1.56830 1.88476 2.04537  -0.03
37 C -0.12213 2.36599 2.65137  0.03
38 H 0.62211 -5.74862 -0.88185  0.09
39 H 2.08914 -5.78305 0.30151  0.08
40 H 2.17110 -4.80343 -1.39197  0.07
41 H 0.14949 -4.17581 1.15210  0.10
42 H 0.22136 -3.13896 -0.43886  0.11
43 H 2.07827 -1.78190 0.43463  0.08
44 H 1.50431 -2.48190 2.08780  0.09
45 H 3.92389 -2.88716 2.22748  0.11
46 H 3.25906 -4.57990 1.71071  0.11
47 H 5.54868 -3.77535 0.47371  0.12
48 H 4.17390 -4.22768 -0.73699  0.09
49 H 5.87817 -1.63806 -0.45323  0.12
50 H 4.08770 -1.07370 -0.08427  0.08
51 H 4.75750 -3.07873 -2.53186  0.11
52 H 5.17233 -1.26079 -2.81132  0.10
53 H 2.19060 -2.26487 -1.68775  0.09
54 H 2.65100 -2.50905 -3.49900  0.12
55 H 2.25151 -0.25319 -4.18238  0.11
56 H 1.29718 -0.14490 -2.56064  0.11
57 H 4.46387 0.80015 -2.55412  0.10
58 H 3.01139 1.89476 -3.04530  0.12
59 H 2.38685 0.44932 -0.26074  0.09
60 H 2.10032 2.21904 -0.90656  0.11
61 H 4.70191 1.12032 0.55711  0.11
62 H 5.06799 2.26283 -0.90812  0.12
63 H 4.98193 3.67282 1.20462  0.12
64 H 3.36967 4.14005 0.34500  0.11
65 H 2.54059 1.83816 2.00021  0.10
66 H 3.93559 2.48310 3.11989  0.12
67 H 2.01679 3.84883 4.01341  0.13
68 H 2.57098 5.08471 2.59088  0.12
69 H 0.53243 5.59463 0.61413  0.11
70 H -1.94262 4.86994 -0.45476  0.10
71 H -5.43641 2.61697 -1.39706  0.10
72 H -4.78613 4.14532 -0.49456  0.14
73 H -2.37190 3.12376 -2.09070  0.11
74 H -3.48204 4.62072 -2.41763  0.12
75 H -4.01972 3.63244 -4.53789  0.13
76 H -5.11391 2.39092 -3.59532  0.13
77 H -2.11372 2.18984 -4.10973  0.11
78 H -6.62672 1.15510 0.52531  0.11
79 H -5.62769 0.35282 -0.95828  0.11
80 H -7.11258 -2.56782 -1.34651  0.09
81 H -5.17179 -2.42260 -1.27875  0.09
82 H -6.72527 -4.34370 0.87249  0.08
83 H -4.96463 -4.54311 0.05960  0.08
84 H -6.54100 -4.86482 -0.93564  0.09
85 H -4.06994 -0.78781 2.44132  0.13
86 H -0.82163 0.16340 4.43064  0.13
87 H -2.56043 -0.54066 4.61324  0.15
88 H 0.39518 1.70069 3.47664  0.10


# C11H13B

The molecule C11H13B at a distorted geometry (ωB97M-V with the def2-TZVPD basis set, the OMol25 dataset).

Computed properties:
Largest force on an atom, hartree/bohr: 0.093
Gap between HOMO and LUMO (spin up / spin down), eV: 6.4 / 6.7
ΔE to the lowest compared entry with this formula, charge and spin, kJ/mol: 414.00

Each line ends with the natural charge from an NBO analysis.
CARTESIAN COORDINATES (ANGSTROEM)
1 B -1.80812 -0.28536 0.32345  0.12
2 C 3.44873 -0.41560 -0.54992  -0.23
3 C 3.11726 0.93430 -0.40448  -0.18
4 C 2.41995 -1.25619 -0.18801  -0.16
5 C 1.88437 1.38818 -0.06745  -0.22
6 C 1.08468 -0.87209 0.14273  -0.06
7 C 0.82599 0.50066 0.18458  0.00
8 C 0.17159 -2.01949 0.29134  -0.40
9 C -1.09276 -1.66310 0.47554  0.36
10 C -0.51940 1.06360 0.57324  -0.39
11 C -2.95421 0.37130 1.21010  -0.87
12 C -2.11543 -0.23517 -1.27270  -0.85
13 H 4.37003 -0.73085 -0.91648  0.22
14 H 4.00136 1.71449 -0.59337  0.21
15 H 2.68815 -2.31159 -0.30486  0.20
16 H 1.53657 2.46509 -0.15671  0.22
17 H 0.67871 -2.99457 0.23987  0.27
18 H -0.61349 1.32029 1.61647  0.23
19 H -0.82026 1.96710 0.13007  0.22
20 H -4.04693 -0.05946 1.14244  0.22
21 H -3.22104 1.35867 0.87374  0.22
22 H -2.92781 0.30855 2.33164  0.22
23 H -2.38297 0.75720 -1.66000  0.22
24 H -2.67219 -1.10481 -1.60587  0.22
25 H -1.05279 -0.20116 -1.81535  0.19


# C2H6N2O

A structure of composition C2H6N2O at a distorted geometry (ωB97M-V with the def2-TZVPD basis set, the OMol25 dataset).

Computed properties:
Largest force on an atom, hartree/bohr: 0.104
Gap between HOMO and LUMO, eV: 10.0
ΔE to the lowest compared entry with this formula, charge and spin, kJ/mol: 341.64

Each line ends with the natural charge from an NBO analysis.
CARTESIAN COORDINATES (ANGSTROEM)
1 C -0.80840 1.38901 -0.05334  -0.73
2 C -0.60746 -0.14509 -0.03403  0.67
3 H -0.73464 1.89782 -1.09439  0.26
4 H -1.85588 1.53535 0.25422  0.24
5 H -0.15720 1.85756 0.74382  0.24
6 H 0.57729 -1.65630 0.15848  0.37
7 H 1.90857 0.44927 1.33630  0.34
8 H 2.88188 -0.09325 -0.36141  0.41
9 N 0.71638 -0.65301 -0.29351  -0.48
10 N 1.84922 0.16964 0.06813  -0.71
11 O -1.51051 -1.00879 0.13311  -0.60


# BrH8N2O10V

A structure of composition BrH8N2O10V at a distorted geometry (ωB97M-V with the def2-TZVPD basis set, the OMol25 dataset).

Computed properties:
Largest force on an atom, hartree/bohr: 0.050
Gap between HOMO and LUMO (spin up / spin down), eV: 8.5 / 9.7
Spin multiplicity: 3
⟨S²⟩: 2.01
ΔE to the lowest compared entry with this formula, charge and spin, kJ/mol: 0.00

Each line ends with the Mulliken spin population.
CARTESIAN COORDINATES (ANGSTROEM)
1 V 5.22732 6.98495 6.03498  2.01
2 Br 6.82879 8.31066 4.79526  0.02
3 N 6.81300 4.48633 5.77858  0.00
4 O 6.83902 3.83178 4.80878  0.00
5 O 5.60817 5.05546 5.98072  -0.02
6 O 7.74532 4.66202 6.53424  0.00
7 N 4.40051 8.68378 8.34039  0.00
8 O 4.99390 8.73888 7.20520  -0.01
9 O 3.20566 8.37581 8.34880  0.00
10 O 4.99377 8.95056 9.34756  0.00
11 O 6.64745 6.70093 7.45858  -0.01
12 H 6.98577 7.50928 7.85579  0.00
13 H 7.23510 5.90041 7.43876  0.00
14 O 3.41761 8.41501 5.25546  0.00
15 H 3.05902 8.99957 4.55821  0.00
16 H 3.18440 8.91700 6.04568  0.00
17 O 3.87536 5.83834 7.07398  0.01
18 H 4.08364 4.90056 6.92378  0.00
19 H 3.12985 6.12196 7.59673  0.00
20 O 4.29464 6.23517 3.86605  0.00
21 H 4.79275 6.86870 3.33135  0.00
22 H 3.46659 6.56884 4.17502  0.00


# C4H6O2

A structure of composition C4H6O2 (ωB97M-V with the def2-TZVPD basis set, the OMol25 dataset).

Computed properties:
Largest force on an atom, hartree/bohr: 0.012
Gap between HOMO and LUMO, eV: 11.4
ΔE to the lowest compared entry with this formula, charge and spin, kJ/mol: 85.69

Each line ends with the natural charge from an NBO analysis.
CARTESIAN COORDINATES (ANGSTROEM)
1 C -1.05468 0.76903 0.32620  -0.60
2 C 0.24212 0.43118 -0.41306  -0.36
3 C 1.16860 -0.34820 0.52003  -0.07
4 O 0.51953 -1.58912 0.11023  -0.50
5 C -0.05786 -0.94916 -0.96500  0.80
6 O -0.65056 -1.42775 -1.88052  -0.54
7 H -1.35402 -0.16304 0.82173  0.22
8 H -0.92013 1.52611 1.10009  0.21
9 H -1.84524 1.06939 -0.36602  0.23
10 H 0.65411 1.20526 -1.06533  0.23
11 H 1.08091 -0.12385 1.58678  0.19
12 H 2.21720 -0.39985 0.22490  0.19


# H20O10

A cluster of 10 separate species, H20O10 in total at a distorted geometry (ωB97M-V with the def2-TZVPD basis set, the OMol25 dataset).

Computed properties:
Largest force on an atom, hartree/bohr: 0.068
Gap between HOMO and LUMO, eV: 8.9
SMILES: O.O.O.O.O.O.O.O.O.O
ΔE to the lowest compared entry with this formula, charge and spin, kJ/mol: 283.01

Each line ends with the natural charge from an NBO analysis.
CARTESIAN COORDINATES (ANGSTROEM)
1 O 4.78111 22.32282 5.17113  -0.95
2 H 3.89651 22.67078 4.96103  0.46
3 H 4.65172 21.76068 5.90395  0.49
4 O 8.35063 22.81513 5.12011  -0.96
5 H 7.65962 23.47712 5.05143  0.48
6 H 9.06654 23.20088 4.61792  0.47
7 O 3.08128 23.94820 7.33046  -0.93
8 H 2.91012 23.03684 7.05373  0.48
9 H 2.79364 24.45418 6.54856  0.49
10 O 8.23004 22.38461 10.15906  -0.98
11 H 8.77302 21.74537 10.59287  0.47
12 H 7.29313 22.06012 10.16831  0.49
13 O 1.65803 23.46827 9.36723  -0.98
14 H 2.25446 23.78260 8.69077  0.47
15 H 2.02405 23.73708 10.22865  0.47
16 O 5.26454 20.60648 7.40704  -0.98
17 H 6.16974 20.57138 7.00261  0.52
18 H 4.84083 19.79698 7.23119  0.48
19 O 5.94231 23.51801 7.96854  -0.98
20 H 5.02439 23.54633 7.72020  0.48
21 H 6.35555 24.12917 7.37674  0.50
22 O 6.32115 24.58231 5.40532  -0.96
23 H 5.86327 23.78025 5.45988  0.49
24 H 5.83674 25.00312 4.70122  0.48
25 O 5.81860 21.69495 9.96599  -0.94
26 H 5.78409 22.50389 9.52993  0.49
27 H 5.63040 21.22346 9.13219  0.50
28 O 8.90739 21.95980 7.67511  -1.02
29 H 8.84159 22.74065 7.06991  0.48
30 H 8.59122 22.21026 8.55128  0.49


Number 5 is which compound?
C4H6O2


Which of these has the lowest largest force on an atom?
C4H6O2


Which of these has the highest largest force on an atom?
C32H51FNO2S